Density functional theory data (wB97M-V/def2-TZVPD) for a 2-piece molecular cluster, C2H9NOS overall.

Kohn-Sham gap (eV): 9.91
Energy relative to the best compared isomer or geometry (same formula, charge and spin) (kcal/mol): 20.08
Maximum force (hartree/bohr): 0.0464
Highest occupied orbital energy (eV): -8.98
LUMO energy (eV): 0.92
Calculated total energy (Ha): -609.737232

```
! RIJCOSX wB97M-V def2-TZVPD def2/J DEFGRID3
* xyz 0 1
S 2.5225 -1.0237 1.1283
O -1.2073 1.4383 0.4167
N -2.6855 -0.0269 -0.5752
C -2.3903 0.6651 0.6344
C 3.1581 -0.7323 -0.5634
H 3.7055 -0.9901 1.8198
H -3.2291 1.4266 0.9362
H 2.2555 -0.7292 -1.2018
H 3.5224 0.2885 -0.6565
H -2.8735 0.5217 -1.3966
H -2.2098 0.0087 1.5402
H 3.8078 -1.4516 -1.0835
H -0.9236 1.2864 -0.4903
H -3.4528 -0.6814 -0.5084
*
```


Density functional theory data (wB97M-V/def2-TZVPD) for a 2-piece molecular cluster, C2H9NOS overall.

Kohn-Sham gap (eV): 9.91
Energy relative to the best compared isomer or geometry (same formula, charge and spin) (kcal/mol): 0.80
Maximum force (hartree/bohr): 0.0398
Highest occupied orbital energy (eV): -9.16
LUMO energy (eV): 0.75
Calculated total energy (Ha): -609.767965

```
! RIJCOSX wB97M-V def2-TZVPD def2/J DEFGRID3
* xyz 0 1
S -0.3815 2.8145 -1.2535
O 1.9547 -2.6520 0.6191
N -0.3819 -0.9028 0.5429
C 0.0851 0.3564 -0.0421
C -1.0452 1.4150 -0.2955
H 1.1729 -2.0656 0.5901
H 0.0930 2.1650 -2.3142
H -1.7629 0.9133 -0.9494
H 0.7600 0.8271 0.6563
H 0.5054 0.1816 -1.0222
H 2.2470 -2.7719 1.5361
H -0.8282 -0.7554 1.4451
H -1.4428 1.8402 0.6149
H -0.9755 -1.3654 -0.1276
*
```


Density functional theory data (wB97M-V/def2-TZVPD) for a 2-piece molecular cluster, C2H9NOS2 overall.

Kohn-Sham gap (spin up / spin down) (eV): 2.57 / 6.81
Energy relative to the best compared isomer or geometry (same formula, charge and spin) (kcal/mol): 14.38
Maximum force (hartree/bohr): 0.0531
Highest occupied orbital energy (spin up / spin down) (eV): 0.35 / -3.91
LUMO energy (spin up / spin down) (eV): 2.92 / 2.90
Expectation value of S²: 0.754
Calculated total energy (Ha): -1007.922778

```
! RIJCOSX wB97M-V def2-TZVPD def2/J DEFGRID3
* xyz -1 2
S -0.1693 -2.6062 1.5619
S 0.6006 -1.8842 3.4344
O 1.8288 1.5978 -0.6593
N 0.3083 1.1028 -2.4266
C 1.2467 2.0691 -1.8655
C -1.7031 -1.6172 1.5423
H 1.9944 2.4092 -2.5784
H -1.5742 -0.6154 1.9502
H 0.5080 0.9709 -3.4061
H -2.3922 -2.1231 2.2224
H -0.6267 1.4690 -2.4650
H 0.0669 -2.8854 4.1489
H -2.0623 -1.6363 0.5202
H 1.3200 0.8081 -0.4285
H 0.6541 2.9407 -1.5511
*
```


Density functional theory data (wB97M-V/def2-TZVPD) for a 2-piece molecular cluster, C2H9NOS2 overall.

Kohn-Sham gap (eV): 8.82
Energy relative to the best compared isomer or geometry (same formula, charge and spin) (kcal/mol): 34.42
Maximum force (hartree/bohr): 0.0547
Highest occupied orbital energy (eV): -8.49
LUMO energy (eV): 0.33
Calculated total energy (Ha): -1007.909013

```
! RIJCOSX wB97M-V def2-TZVPD def2/J DEFGRID3
* xyz 0 1
S -0.6560 -2.9200 -0.0444
S -2.0638 -2.4650 1.5369
O -0.5771 3.3538 0.1701
N 1.2059 0.7835 -0.5247
C 0.7440 -0.5363 0.0946
C -0.2932 -1.3769 -0.8212
H 0.2576 -0.3099 1.0455
H 2.0677 0.4977 -1.0486
H -2.7291 -1.5194 0.7754
H 0.3559 3.6009 0.2849
H -1.1731 -0.7568 -1.1794
H 1.7722 -1.0323 0.0994
H -0.5670 3.0002 1.1020
H 1.4835 1.5096 0.1853
H 0.1724 -1.8290 -1.6757
*
```


Density functional theory data (wB97M-V/def2-TZVPD) for a 2-piece molecular cluster, C2H9NOS2 overall.

Kohn-Sham gap (eV): 9.56
Energy relative to the best compared isomer or geometry (same formula, charge and spin) (kcal/mol): 19.80
Maximum force (hartree/bohr): 0.0323
Highest occupied orbital energy (eV): -9.07
LUMO energy (eV): 0.49
Calculated total energy (Ha): -1007.932307

```
! RIJCOSX wB97M-V def2-TZVPD def2/J DEFGRID3
* xyz 0 1
S -0.8225 -1.5249 3.8124
S -0.4678 -2.6759 2.1292
O 2.1294 1.6734 -0.7630
N 0.6304 0.9799 -2.4084
C -1.5743 -1.7761 1.0047
C 1.4976 2.0780 -1.9846
H 2.2055 2.3788 -2.7510
H -1.5278 -2.3561 4.5536
H 0.9984 0.1951 -1.8824
H 0.9835 3.0018 -1.7041
H -1.2784 -0.7474 1.1528
H -0.3473 1.1623 -2.2712
H -1.3189 -2.0788 -0.0089
H 1.4978 1.7650 -0.0526
H -2.6055 -2.0751 1.1736
*
```


Density functional theory data (wB97M-V/def2-TZVPD) for a 3-piece molecular cluster, C2H9NS2 overall.

Kohn-Sham gap (eV): 8.23
Energy relative to the best compared isomer or geometry (same formula, charge and spin) (kcal/mol): 74.22
Maximum force (hartree/bohr): 0.0757
Highest occupied orbital energy (eV): -9.20
LUMO energy (eV): -0.97
Calculated total energy (Ha): -932.605769

```
! RIJCOSX wB97M-V def2-TZVPD def2/J DEFGRID3
* xyz 0 1
S -2.0072 -0.0079 -1.7655
S 1.5792 1.3580 1.4781
N -0.1674 -2.0476 -0.1071
C 0.2581 0.2239 0.8547
C 0.8676 -1.0304 0.2354
H -1.1241 0.6155 -2.5568
H 1.5876 -1.4511 0.9539
H 1.5099 -0.6459 -0.5789
H -0.2796 0.9101 0.2199
H -0.3570 -0.0377 1.7339
H -0.7553 -1.7272 -0.9090
H 0.1910 -2.9568 -0.4004
H -1.7915 -0.5150 -0.0016
H 2.0043 1.7275 0.2564
*
```


Density functional theory data (wB97M-V/def2-TZVPD) for a 2-piece molecular cluster, C2H9NS2 overall.

Kohn-Sham gap (eV): 9.19
Energy relative to the best compared isomer or geometry (same formula, charge and spin) (kcal/mol): 20.93
Maximum force (hartree/bohr): 0.0117
Highest occupied orbital energy (eV): -8.78
LUMO energy (eV): 0.41
Calculated total energy (Ha): -932.690692

```
! RIJCOSX wB97M-V def2-TZVPD def2/J DEFGRID3
* xyz 0 1
S -1.9089 -1.0445 -3.6044
S 0.0674 -0.8192 -4.0327
N 0.8282 0.8026 5.0078
C 1.6542 1.1655 6.1417
C 1.1039 1.5674 3.7923
H 0.1522 1.7440 3.2888
H 2.7482 1.1269 5.9950
H 0.6394 -1.4779 -3.0171
H 1.3897 2.1681 6.4822
H 1.4951 2.5440 4.0720
H -2.0123 -0.1574 -2.6030
H 1.4279 0.5025 6.9731
H 0.9309 -0.1822 4.7953
H 1.8175 1.1023 3.1086
*
```


Density functional theory data (wB97M-V/def2-TZVPD) for the molecule C2H9NSi.

Kohn-Sham gap (eV): 9.98
Energy relative to the best compared isomer or geometry (same formula, charge and spin) (kcal/mol): 43.57
Maximum force (hartree/bohr): 0.0771
Highest occupied orbital energy (eV): -8.92
LUMO energy (eV): 1.06
Calculated total energy (Ha): -425.797213

```
! RIJCOSX wB97M-V def2-TZVPD def2/J DEFGRID3
* xyz 0 1
Si 0.8954 -0.0085 1.3204
N -0.5746 0.1772 0.2600
C -0.2762 1.1799 -0.6712
C -0.7766 -1.1074 -0.4712
H 1.8579 -0.8612 0.5959
H 1.6055 1.2380 1.2318
H 0.1251 -1.3527 -1.1246
H -0.3492 2.1841 -0.2020
H -1.0316 1.1515 -1.4781
H -1.7151 -1.0088 -1.0685
H 0.4945 -0.4373 2.6885
H 0.6581 0.8667 -1.1642
H -0.9132 -2.0216 0.0832
*
```


Density functional theory data (wB97M-V/def2-TZVPD) for a 3-piece molecular cluster, C2H9O2S overall.

Kohn-Sham gap (eV): 7.14
Energy relative to the best compared isomer or geometry (same formula, charge and spin) (kcal/mol): 0.00
Maximum force (hartree/bohr): 0.0132
Highest occupied orbital energy (eV): -3.10
LUMO energy (eV): 4.05
Calculated total energy (Ha): -630.317163

```
! RIJCOSX wB97M-V def2-TZVPD def2/J DEFGRID3
* xyz -1 1
S 0.5868 0.2823 0.6227
O -1.2502 2.7281 -0.4419
O -0.5112 -2.4550 2.0151
C 0.6540 -0.2500 -2.1410
C 0.0547 -0.7382 -0.8129
H 0.4409 -0.9488 -2.9551
H 0.3521 -1.7712 -0.6394
H 0.2684 0.7474 -2.3626
H -0.3162 -1.5428 1.6985
H -0.8378 3.5318 -0.1256
H -1.0310 -0.6857 -0.9171
H 0.3634 -2.7869 2.2257
H -0.6075 2.0157 -0.2039
H 1.7362 -0.1291 -2.0405
*
```


Density functional theory data (wB97M-V/def2-TZVPD) for a 3-piece molecular cluster, C2H9O3 overall.

Kohn-Sham gap (eV): 8.42
Energy relative to the best compared isomer or geometry (same formula, charge and spin) (kcal/mol): 7.88
Maximum force (hartree/bohr): 0.0334
Highest occupied orbital energy (eV): -4.08
LUMO energy (eV): 4.35
Calculated total energy (Ha): -307.333998

```
! RIJCOSX wB97M-V def2-TZVPD def2/J DEFGRID3
* xyz -1 1
O -1.1032 0.4361 0.1184
O -3.6366 -0.7087 0.6398
O 1.1049 0.8480 -0.9804
C 2.3076 -0.2284 0.7620
C 1.7998 -0.3062 -0.7079
H 2.8460 -1.0881 1.1690
H -2.6831 -0.4120 0.6444
H 1.4435 0.1117 1.3083
H -3.8919 -0.7286 -0.2916
H 2.6538 -0.4370 -1.3958
H -0.9639 1.0761 0.8184
H 3.0144 0.6215 0.7616
H 1.1960 -1.2248 -0.8093
H 0.0524 0.7710 -0.7373
*
```


Density functional theory data (wB97M-V/def2-TZVPD) for a 3-piece molecular cluster, C2H9OS overall.

Kohn-Sham gap (eV): 8.60
Energy relative to the best compared isomer or geometry (same formula, charge and spin) (kcal/mol): 64.77
Maximum force (hartree/bohr): 0.0537
Highest occupied orbital energy (eV): -15.51
LUMO energy (eV): -6.91
Calculated total energy (Ha): -554.646801

```
! RIJCOSX wB97M-V def2-TZVPD def2/J DEFGRID3
* xyz 1 1
S -1.1875 -0.5473 -0.2074
O -0.0435 2.2529 0.0906
C 0.1777 -1.3466 0.2208
C 1.4219 -1.2285 -0.5960
H -0.3485 3.1091 0.3816
H 1.2186 -1.5776 -1.6092
H 0.7283 2.3791 -0.4561
H 1.6916 -0.1701 -0.6920
H 2.2665 3.0891 2.9554
H 0.1848 -2.0876 1.0165
H 2.2561 -1.7762 -0.1690
H 1.9230 3.0203 3.6032
H -0.9650 0.8540 -0.2086
*
```


Density functional theory data (wB97M-V/def2-TZVPD) for the molecule C2H9PSi.

Kohn-Sham gap (eV): 10.33
Energy relative to the best compared isomer or geometry (same formula, charge and spin) (kcal/mol): 0.00
Maximum force (hartree/bohr): 0.0191
Highest occupied orbital energy (eV): -9.29
LUMO energy (eV): 1.04
Calculated total energy (Ha): -712.438172

```
! RIJCOSX wB97M-V def2-TZVPD def2/J DEFGRID3
* xyz 0 1
P -1.2001 -0.1845 -1.9460
Si 0.3617 0.2723 -0.3823
C 0.8531 -1.2575 0.6503
C -0.3450 1.6282 0.7515
H 0.3886 1.9493 1.4840
H 1.5413 0.7712 -1.1102
H -1.2225 1.2811 1.2905
H 1.2394 -2.0506 0.0160
H 1.6224 -1.0117 1.3760
H -0.6398 2.4981 0.1721
H -0.5782 -1.3333 -2.3993
H -2.0228 -0.9041 -1.0976
H 0.0020 -1.6586 1.1950
*
```